Record 1
# C6H8N

An isolated ion of composition C6H8N and charge +1 at a distorted geometry (wB97M-V/def2-TZVPD, the Open Molecules 2025 dataset).

Output
Kohn-Sham gap (spin up / spin down): 6.640 / 9.146 eV
LUMO (spin up / spin down): -5.5407 / -4.7440 eV
highest occupied orbital energy (spin up / spin down): -12.18 / -13.89 eV
strongest force on any atom: 6.18 eV Å⁻¹
net charge: +1

Each line ends with the natural charge from an NBO analysis.
Atoms and positions in Å:
1 N 1.70274 -0.69274 0.73468  -0.5780
2 C 0.28769 1.70751 -0.00314  -0.5394
3 C -2.81305 -0.68531 -0.02272  -0.3033
4 C -1.76415 0.12237 -0.03012  -0.0776
5 C 1.35895 0.60559 -0.07847  0.2343
6 C -0.87219 0.96776 0.04300  0.0755
7 C 1.30521 -0.73481 -0.74871  -0.2510
8 H -3.35859 -0.79704 0.94786  0.2486
9 H -3.18015 -1.08330 -1.00126  0.2460
10 H 1.25255 -1.04421 1.48466  0.4274
11 H 0.47339 2.32986 0.95184  0.2832
12 H 2.08804 -1.13813 -1.35638  0.2499
13 H 0.43546 2.25363 -0.96663  0.2926
14 H 0.33794 -1.19022 -0.85913  0.2431
15 H 2.74616 -0.62096 0.90453  0.4484


Record 2
# C4H4N2O2

One molecule with the formula C4H4N2O2 at a distorted geometry (wB97M-V/def2-TZVPD, the Open Molecules 2025 dataset).

Output
Kohn-Sham gap: 10.958 eV
LUMO: -0.0140 eV
SMILES: O=C(O)C1C=NN=C1
highest occupied orbital energy: -10.97 eV
strongest force on any atom: 1.97 eV Å⁻¹
net charge: 0

Each line ends with the natural charge from an NBO analysis.
Atoms and positions in Å:
1 O 1.37524 -0.54987 1.32255  -0.6737
2 O 2.54824 0.21116 -0.40887  -0.5270
3 N -1.90100 0.53292 0.50269  -0.2345
4 N -1.78930 -0.87028 0.04782  -0.2445
5 C -0.70034 -0.97696 -0.56268  0.0745
6 C 1.47752 -0.01871 0.06481  0.8017
7 C -0.81014 1.13304 0.23895  0.0579
8 C 0.12697 0.30633 -0.57571  -0.4939
9 H -0.68151 2.24284 0.46461  0.2326
10 H 0.29218 0.60249 -1.66053  0.2944
11 H -0.37799 -1.90208 -1.02487  0.2198
12 H 0.44012 -0.71088 1.59123  0.4926


Record 3
# C58H60BFeN11O2S3

C58H60BFeN11O2S3 as an isolated structure at a distorted geometry (wB97M-V/def2-TZVPD, the Open Molecules 2025 dataset).

Output
Kohn-Sham gap (spin up / spin down): 4.737 / 6.385 eV
LUMO (spin up / spin down): -0.7423 / -1.2059 eV
highest occupied orbital energy (spin up / spin down): -5.48 / -7.59 eV
spin multiplicity: 5
strongest force on any atom: 2.62 eV Å⁻¹
net charge: 0

Each line ends with the Mulliken spin population.
Atoms and positions in Å:
1 Fe 0.52854 1.00533 -0.05274  2.0736
2 S 0.17902 -0.54427 1.68888  0.0895
3 S 2.62089 -0.41468 -0.38761  0.0492
4 S 0.92330 0.30189 -2.60605  0.0224
5 O 3.10062 0.55711 2.64758  0.0102
6 O -1.70083 2.21948 4.03905  0.0002
7 N 1.62974 2.22505 0.93817  0.1520
8 N 6.87870 8.67682 -1.93186  0.0137
9 N -1.21754 -0.09212 -0.51396  0.1071
10 N -2.32695 0.34251 -1.16512  0.2408
11 N 0.29113 1.40905 4.71280  0.0060
12 N -0.17032 -3.12740 -0.84783  -0.0073
13 N -2.00144 -1.93794 -3.14097  -0.0136
14 N 0.13384 2.67050 -1.07227  -0.0249
15 N 0.07166 2.38165 2.64568  0.0216
16 N -0.96196 -1.20050 -2.78192  0.0136
17 N 0.52182 -1.98537 -0.87776  -0.0083
18 C -0.55700 -0.36493 -4.98363  0.0102
19 C 0.24161 0.48823 -5.90598  0.0047
20 C 0.42073 -4.24959 -0.56820  0.0046
21 C 1.21148 -2.06509 6.81554  -0.0001
22 C 1.85586 -1.91008 -0.54917  0.0159
23 C -2.62553 -0.86450 2.90568  0.0012
24 C -0.44273 -5.49314 -0.55237  -0.0001
25 C -4.00767 -3.64071 -3.69087  -0.0002
26 C -0.22093 -6.22599 -1.88260  0.0000
27 C -1.63089 -1.16620 -5.37239  0.0001
28 C 3.93941 1.17602 5.50324  0.0005
29 C -1.29366 -0.36719 0.85100  0.2220
30 C 1.63838 0.90423 4.52435  -0.0186
31 C -0.52554 2.01369 3.81159  0.0118
32 C 3.24127 4.83098 -1.12697  0.0082
33 C 1.14598 3.48126 -1.55434  -0.0049
34 C 3.80529 7.04932 -1.89420  -0.0170
35 C -0.27498 -0.40276 -3.62915  0.0166
36 C 0.71322 4.08591 -2.75580  0.1533
37 C -5.73701 -0.17020 -1.45414  0.0072
38 C -0.58921 3.67412 -2.95994  -0.0204
39 C 2.03790 -1.62822 4.20508  0.0128
40 C 1.48643 2.29229 2.36795  -0.0755
41 C 4.86087 1.81631 6.31052  -0.0004
42 C 2.84182 4.01779 1.66049  -0.0171
43 C -2.53999 -0.42385 1.48422  0.0151
44 C 1.26932 -0.78217 6.30945  0.0004
45 C 2.27875 3.79433 -0.77924  0.1696
46 C 1.55850 -3.14155 6.01490  0.0002
47 C 2.30141 3.50613 2.76973  0.0317
48 C -3.54026 -2.74413 -4.83726  0.0007
49 C -0.06406 -6.41161 0.61616  -0.0011
50 C 5.14495 6.83332 -1.56242  0.0312
51 C 1.66066 -0.55018 4.99233  0.0066
52 C 2.86835 6.06303 -1.67743  0.0469
53 C -3.20231 -3.62075 -6.05101  0.0001
54 C -1.91607 -5.09791 -0.42209  -0.0014
55 C 6.10047 7.84951 -1.76557  -0.0046
56 C -5.20858 2.17140 -0.71084  -0.0116
57 C -4.65145 0.91071 -1.38700  -0.0478
58 C 2.53756 -3.13443 -0.31219  0.0083
59 C -0.89448 2.80811 -1.90864  0.2166
60 C 1.98226 -2.91522 4.71807  0.0001
61 C 2.28362 2.81400 6.09020  0.0007
62 C 2.13929 1.11985 3.10233  0.0096
63 C 4.59031 4.62382 -0.80328  0.0578
64 C -4.21113 1.25292 -2.81468  0.0175
65 C 2.33502 3.26839 0.52428  0.1302
66 C 1.81548 -4.29946 -0.33728  -0.0042
67 C 2.64289 1.66623 5.39704  0.0008
68 C -4.66777 -1.76930 -5.20795  0.0002
69 C 3.21118 3.45360 6.89533  -0.0001
70 C 5.53006 5.60653 -1.01400  -0.0134
71 C -2.33237 -1.92675 -4.41733  0.0030
72 C -3.48632 0.38663 -0.57032  -0.0260
73 C 3.99509 -3.10959 -0.01919  0.0007
74 C 4.49584 2.95153 7.01620  0.0004
75 C -3.65765 -0.05534 0.75180  0.3010
76 B -0.24613 -0.82930 -1.46195  -0.0795
77 H -0.12656 -5.87181 1.55874  0.0005
78 H 2.92462 4.34742 7.42886  0.0000
79 H -4.98996 -1.21961 -4.32786  0.0001
80 H -2.54459 -5.98596 -0.42603  -0.0001
81 H 0.24521 0.08346 -6.91504  0.0001
82 H -1.25360 3.96499 -3.75134  -0.0020
83 H -4.05298 -4.25607 -6.29112  0.0000
84 H 2.29822 -5.24763 -0.16590  0.0005
85 H 4.87862 3.66990 -0.38462  -0.0045
86 H -2.97556 -3.02080 -6.92885  0.0000
87 H 0.81444 -6.54309 -1.98748  -0.0001
88 H 1.01614 0.04810 6.95579  0.0000
89 H -6.02530 -0.51571 -0.46570  0.0025
90 H 1.26183 0.56865 -5.53605  -0.0007
91 H -3.58437 -0.59621 3.33853  0.0001
92 H -5.08278 1.40053 -3.44942  -0.0006
93 H -6.62102 0.22951 -1.94542  0.0025
94 H -4.63400 -0.08946 1.20320  0.0080
95 H -2.49205 -1.94515 2.96184  -0.0019
96 H 1.82794 6.26485 -1.88576  -0.0055
97 H -2.34825 -4.26010 -5.83601  -0.0001
98 H -0.18173 1.09035 5.54619  0.0013
99 H 4.53430 -2.66030 -0.84984  -0.0023
100 H -5.52010 -2.31643 -5.60549  0.0000
101 H 5.21293 3.44423 7.65534  0.0000
102 H 2.40225 3.83546 3.78370  -0.0016
103 H -0.47885 2.93134 1.99877  0.0205
104 H -1.82921 -0.41011 3.48919  0.0030
105 H 4.18094 -2.48616 0.85292  -0.0012
106 H -2.07810 -4.56294 0.50999  0.0001
107 H 6.56461 5.44359 -0.75392  -0.0006
108 H 1.50008 -4.14758 6.40325  0.0000
109 H -1.91578 -1.18996 -6.41131  0.0001
110 H 1.27807 3.20325 6.01132  0.0002
111 H 0.94014 -6.81603 0.51158  0.0001
112 H -1.80946 2.28138 -1.73319  0.0860
113 H -4.94583 -4.12194 -3.95699  0.0001
114 H -3.26882 -4.40886 -3.47993  0.0001
115 H -0.75550 -7.25108 0.65471  0.0001
116 H 3.51191 8.00410 -2.30479  -0.0001
117 H -0.46395 -5.57048 -2.71582  0.0001
118 H -5.37909 -1.02725 -2.01981  -0.0145
119 H -4.15239 -3.05546 -2.78828  0.0001
120 H 2.28302 -3.74642 4.09555  -0.0003
121 H 0.90685 -2.22032 7.83961  0.0000
122 H -4.33753 -1.05472 -5.95856  0.0002
123 H -5.64802 1.94497 0.25772  0.0083
124 H 4.21609 0.28758 4.95619  0.0001
125 H 1.29993 4.72645 -3.38407  -0.0045
126 H 2.38182 -1.47652 3.19458  -0.0067
127 H -2.20763 -4.44376 -1.23760  0.0015
128 H -0.17824 1.49353 -5.93719  0.0004
129 H -0.85596 -7.10739 -1.93346  0.0000
130 H 4.37494 -4.11204 0.15656  0.0002
131 H -3.60353 0.45035 -3.22275  -0.0097
132 H 3.47878 4.87670 1.57928  -0.0034
133 H -4.41929 2.90546 -0.56109  -0.0044
134 H -5.97502 2.61484 -1.34327  0.0035
135 H -3.62119 2.16402 -2.83209  0.0043
136 H 5.86480 1.42521 6.39050  0.0000


Record 4
# C31H26B2Br3F8MnN5O10

C31H26B2Br3F8MnN5O10 as an isolated structure at a distorted geometry (wB97M-V/def2-TZVPD, the Open Molecules 2025 dataset).

Output
Kohn-Sham gap (spin up / spin down): 1.805 / 3.735 eV
LUMO (spin up / spin down): -8.1771 / -6.2463 eV
highest occupied orbital energy (spin up / spin down): -9.98 / -9.98 eV
spin multiplicity: 6
strongest force on any atom: 6.23 eV Å⁻¹
net charge: 0

Each line ends with the Mulliken spin population.
Atoms and positions in Å:
1 Br 22.67027 -11.28540 -21.82103  0.0000
2 Br 24.75164 -9.79979 -23.73579  0.0000
3 Br 21.55079 -8.96272 -23.67280  0.0000
4 Mn 20.40129 -7.21322 -10.23983  5.3517
5 F 18.06096 -5.10412 -7.52471  -0.2315
6 F 16.06486 -5.90838 -7.44587  -0.1222
7 F 17.04629 -5.58663 -9.36331  -0.0022
8 F 21.29102 -9.25951 -13.14975  0.0039
9 F 21.87745 -8.91688 -15.28411  -0.0006
10 F 16.35479 -3.79915 -8.24944  -0.0115
11 F 20.72866 -7.35170 -14.01275  0.0082
12 F 22.78875 -7.75779 -13.64755  0.0051
13 O 33.84578 -12.05089 -8.56683  0.0000
14 O 22.54577 -1.45087 -9.41337  0.0007
15 O 14.28986 -13.22799 -10.08954  0.0000
16 O 27.73866 -18.45314 -9.49350  0.0000
17 O 29.38419 -18.21367 -10.86211  0.0000
18 O 33.16292 -12.51250 -10.55244  0.0000
19 O 24.01696 0.34394 -22.12593  0.0000
20 O 15.81893 -12.37701 -11.28781  0.0001
21 O 23.18738 -1.62288 -22.28180  0.0000
22 O 22.68669 0.35669 -10.67041  0.0000
23 N 14.78380 -12.96706 -11.16443  0.0000
24 N 22.70367 -0.21927 -9.59758  -0.0001
25 N 28.26555 -17.92928 -10.50187  0.0000
26 N 23.79216 -0.78878 -21.66961  0.0000
27 N 33.18735 -11.82234 -9.55480  0.0000
28 C 32.65435 -9.58731 -8.61269  0.0000
29 C 23.02389 0.61761 -8.46338  0.0001
30 C 23.11971 -9.52259 -22.63738  0.0000
31 C 26.74654 -15.98530 -13.29131  0.0000
32 C 14.43184 -13.07447 -13.64424  0.0000
33 C 26.31459 -16.30932 -10.57444  0.0000
34 C 12.69090 -14.36649 -14.65144  0.0000
35 C 24.92944 -2.61984 -18.58320  0.0000
36 C 27.44774 -16.97551 -11.24931  0.0000
37 C 32.41855 -10.55657 -9.65895  0.0000
38 C 23.46596 2.80805 -7.45944  0.0000
39 C 24.62548 -1.11580 -20.47333  0.0000
40 C 30.63727 -9.09687 -10.54558  0.0000
41 C 12.24845 -14.69376 -13.42245  0.0000
42 C 23.71257 0.77923 -6.08101  0.0000
43 C 23.41327 0.03703 -7.26288  0.0000
44 C 25.34560 -15.63289 -11.33664  0.0000
45 C 23.08999 1.97843 -8.49350  0.0000
46 C 27.66269 -16.77429 -12.56525  0.0000
47 C 26.44181 -0.79152 -18.80109  0.0000
48 C 23.70742 2.19756 -6.21807  0.0000
49 C 24.24933 -2.31395 -19.74613  0.0000
50 C 25.63009 -15.41617 -12.70893  0.0000
51 C 13.77668 -13.50145 -14.85825  0.0000
52 C 32.07930 -8.37101 -8.71647  0.0000
53 C 14.00606 -13.46477 -12.36811  0.0000
54 C 25.73227 -0.43133 -19.98115  0.0000
55 C 31.40562 -10.27251 -10.59637  0.0000
56 C 12.90416 -14.28786 -12.28296  0.0000
57 C 25.98016 -1.90491 -18.11859  0.0000
58 C 31.08710 -8.09281 -9.66876  0.0000
59 B 21.67297 -8.34338 -14.11232  -0.0157
60 B 16.80809 -5.09852 -8.21163  0.0142
61 H 26.91414 -15.76803 -14.33587  0.0000
62 H 30.53072 -7.17107 -9.58366  0.0000
63 H 23.30042 -1.02985 -7.13857  0.0000
64 H 26.07167 -16.43780 -9.52998  0.0000
65 H 31.08791 -11.02353 -11.30449  0.0000
66 H 23.50476 3.88363 -7.54899  0.0000
67 H 23.84937 0.25677 -5.14574  0.0000
68 H 24.68550 -3.54555 -18.08325  0.0000
69 H 22.93316 2.42521 -9.46418  0.0000
70 H 24.54746 -15.10214 -10.83899  0.0000
71 H 26.28950 -2.09057 -17.10063  0.0000
72 H 28.47289 -17.25670 -13.09178  0.0000
73 H 11.41529 -15.33210 -13.16791  0.0000
74 H 24.96400 -14.81118 -13.30618  0.0000
75 H 23.50029 -3.01970 -20.07364  0.0000
76 H 32.54974 -7.62068 -8.09833  0.0000
77 H 14.08351 -13.27565 -15.86883  0.0000
78 H 29.77412 -9.01767 -11.18985  0.0000
79 H 33.45197 -9.84245 -7.93069  0.0000
80 H 25.98436 0.51448 -20.43752  0.0000
81 H 12.28081 -14.79045 -15.55614  0.0000
82 H 27.26751 -0.25802 -18.35387  0.0000
83 H 12.49111 -14.55666 -11.32196  0.0000
84 H 15.21661 -12.33277 -13.62453  0.0000
85 H 23.30963 -8.81700 -21.82857  0.0000
86 H 24.08739 2.90246 -5.49341  0.0000


Which formula does entry 3 have?
C58H60BFeN11O2S3


Look up the net charge of the third one.
0


Among the records above, which one has the highest net charge?
C6H8N